Entry 1:
{"formula": "C2H7OS2", "method": "ωB97M-V/def2-TZVPD", "homo_ev": -2.410, "charge": -1, "relative_energy_kcal_mol": 40.6, "symbols": ["C", "O", "H", "H", "H", "C", "S", "S", "H", "H", "H", "H"], "coordinates": [[-1.5908, 2.4130, -2.2679], [-1.7008, 3.3266, -3.0567], [-1.2376, 2.6262, -1.2610], [2.1434, -4.5990, 4.8997], [-1.8917, 1.3750, -2.4921], [0.2514, -0.5861, 0.3241], [1.0231, -0.3049, -1.3249], [1.1582, 1.7651, -1.2949], [-0.5655, 0.1300, 0.4295], [0.9784, -0.4778, 1.1207], [-0.2555, -1.5628, 0.3102], [1.6873, -4.1055, 4.6134]]}

=====

Entry 2:
{"formula": "C2H7P", "method": "ωB97M-V/def2-TZVPD", "homo_ev": -9.102, "relative_energy_kcal_mol": 39.0, "symbols": ["C", "C", "P", "H", "H", "H", "H", "H", "H", "H"], "coordinates": [[0.5595, 0.1125, -0.8793], [0.2235, -0.5707, 0.4060], [-1.1921, 0.2057, 1.4237], [-0.0509, -0.2907, -1.7589], [0.3884, 1.0966, -1.0611], [1.5953, 0.0097, -1.0848], [1.4259, -0.3727, 1.0084], [0.0853, -1.6819, 0.2270], [-2.1794, -0.0403, 0.5025], [-0.8556, 1.5320, 1.2166]]}

=====

Entry 3:
{"formula": "C2H7S", "method": "ωB97M-V/def2-TZVPD", "homo_ev": -2.402, "charge": -1, "relative_energy_kcal_mol": 8.5, "symbols": ["S", "H", "C", "C", "H", "H", "H", "H", "H", "H"], "coordinates": [[-2.3797, -2.1998, -0.9196], [-1.5444, -2.6473, 0.0480], [0.6426, 0.8202, 0.8038], [0.3700, 0.4647, -0.6827], [0.0924, 0.0572, 1.3669], [1.6289, 0.7903, 1.2761], [0.2870, 1.8157, 1.0940], [1.2559, 0.5492, -1.3148], [-0.5298, 0.9506, -1.0367], [0.1770, -0.6008, -0.6350]]}

=====

Entry 4:
{"formula": "C2H7S", "method": "ωB97M-V/def2-TZVPD", "homo_ev": -1.936, "charge": -1, "relative_energy_kcal_mol": 26.0, "symbols": ["C", "H", "H", "H", "H", "C", "S", "H", "H", "H"], "coordinates": [[-2.9792, 3.4046, -4.0517], [-2.9028, 3.1613, -5.1725], [-3.2855, 2.5274, -3.5984], [-3.6940, 4.0938, -3.6378], [-1.9362, 3.6076, -3.7360], [2.9251, -3.2987, 3.9778], [3.1351, -5.0052, 4.5854], [1.9768, -2.8966, 3.9216], [3.3694, -2.4954, 4.7528], [3.3913, -3.0987, 2.9589]]}

=====

Entry 5:
{"formula": "C2H7S2", "method": "ωB97M-V/def2-TZVPD", "homo_ev": -2.973, "charge": -1, "relative_energy_kcal_mol": 5.3, "symbols": ["C", "C", "S", "H", "H", "H", "H", "H", "H", "S", "H"], "coordinates": [[2.3615, 0.9147, -0.9292], [1.1929, 0.3472, -0.1480], [-0.1188, -0.2643, -1.2174], [2.0249, 1.7077, -1.6019], [2.8189, 0.1633, -1.5727], [3.1141, 1.3681, -0.2700], [1.4949, -0.4566, 0.5269], [0.7325, 1.1137, 0.4822], [-1.2585, -0.2546, 0.2493], [-1.8061, -0.3769, 1.6509], [-1.8087, -1.7140, 1.4871]]}

=====

Entry 6:
{"formula": "C2H7S2", "method": "ωB97M-V/def2-TZVPD", "homo_ev": -2.422, "charge": -1, "relative_energy_kcal_mol": 14.1, "symbols": ["C", "S", "H", "H", "H", "H", "C", "S", "H", "H", "H"], "coordinates": [[1.1405, -1.3783, 1.8804], [1.2482, 0.2958, 1.1533], [2.1004, -1.7867, 2.2295], [0.7541, -2.0651, 1.1254], [0.4547, -1.4066, 2.7232], [0.0672, -0.4768, -1.0323], [-1.1890, 1.5238, -1.5987], [-1.0059, -0.2713, -1.8253], [-1.2830, 1.9596, -2.5956], [-0.2730, 1.9039, -1.1345], [-2.0143, 1.7017, -0.9255]]}

=====

Entry 7:
{"formula": "C2H7S2", "method": "ωB97M-V/def2-TZVPD", "homo_ev": -2.475, "charge": -1, "relative_energy_kcal_mol": 13.0, "symbols": ["S", "H", "C", "S", "C", "H", "H", "H", "H", "H", "H"], "coordinates": [[-0.9422, 3.4780, 1.7589], [-1.3504, 4.7584, 1.6432], [1.5537, -0.7989, -0.9147], [0.2382, -2.0678, -0.7154], [-0.9860, -1.0895, 0.1278], [2.5150, -1.2430, -0.7231], [1.4212, -0.3659, -1.9063], [1.3229, 0.0326, -0.2517], [-1.9499, -1.5947, 0.0577], [-1.0423, -0.0855, -0.2740], [-0.7800, -1.0239, 1.1976]]}

=====

Entry 8:
{"formula": "C2H7S3", "method": "ωB97M-V/def2-TZVPD", "homo_ev": -2.366, "charge": -1, "relative_energy_kcal_mol": 13.9, "symbols": ["C", "S", "H", "H", "H", "C", "S", "S", "H", "H", "H", "H"], "coordinates": [[1.0265, 1.4850, -0.9919], [-0.0797, 2.1683, 0.3406], [2.1206, 1.5649, -0.6520], [0.9115, 2.1860, -1.8464], [0.8222, 0.4335, -1.4155], [-1.2901, -1.6418, 0.2190], [0.5332, -1.6216, 0.3526], [0.8415, -1.0559, 2.3051], [-1.5300, -0.5736, 0.5318], [-1.5944, -1.8081, -0.8421], [-1.9284, -2.2875, 0.8223], [0.1671, 1.1510, 1.1766]]}

=====

Entry 9:
{"formula": "C2H8AlN4O2", "method": "ωB97M-V/def2-TZVPD", "multiplicity": 2, "homo_ev": [-15.908, -15.875], "charge": 2, "relative_energy_kcal_mol": 7.3, "symbols": ["Al", "C", "O", "N", "N", "H", "H", "H", "H", "C", "O", "N", "N", "H", "H", "H", "H"], "coordinates": [[-1.4677, -0.8671, -1.2684], [-2.1517, 0.6891, 2.2768], [-1.5559, 0.5082, 1.3184], [-1.8231, 1.3173, 3.3195], [-3.3994, 0.3204, 2.4149], [-0.8552, 1.6054, 3.3083], [-2.5363, 1.5688, 3.9890], [-3.8440, 0.4619, 3.3107], [-3.8922, 0.0293, 1.5827], [2.2803, -0.9088, -2.4716], [1.1312, -1.3394, -2.4909], [2.5130, 0.3196, -2.2267], [3.2515, -1.6400, -2.8275], [3.4058, 0.7564, -2.0475], [1.6927, 0.8636, -2.0001], [4.1681, -1.2162, -2.8075], [3.0830, -2.4685, -3.3801]]}

=====

Entry 10:
{"formula": "C2H8BNO3", "method": "ωB97M-V/def2-TZVPD", "homo_ev": [-8.929, -8.928], "relative_energy_kcal_mol": 100.0, "smiles": "C=[NH+][O-].COBO", "symbols": ["B", "C", "C", "N", "O", "O", "O", "H", "H", "H", "H", "H", "H", "H", "H"], "coordinates": [[-0.7764, 0.6091, 0.6087], [2.5437, -0.9688, 0.6266], [-2.4672, 0.1490, -0.9878], [1.8641, -0.4767, -0.3223], [0.2305, 1.2649, 1.2382], [-1.4421, 0.9920, -0.5077], [1.0514, -1.1917, -0.9002], [2.6226, -2.0437, 0.7063], [3.3063, -0.3012, 1.0062], [-1.1181, -0.3973, 1.0995], [-3.1546, 0.6714, -1.7087], [-3.0305, -0.1728, 0.0310], [-2.0125, -0.7464, -1.3904], [1.7506, 0.5281, -0.4020], [0.6321, 2.0840, 0.9028]]}

=====

Entry 11:
{"formula": "C2H8BNO3", "method": "ωB97M-V/def2-TZVPD", "homo_ev": -8.741, "relative_energy_kcal_mol": 84.0, "smiles": "COB(OC)ON", "symbols": ["B", "C", "C", "N", "O", "O", "O", "H", "H", "H", "H", "H", "H", "H", "H"], "coordinates": [[-0.0580, 0.2465, 0.0390], [-0.5434, 0.1291, 2.4120], [-1.5255, 0.2177, -1.9709], [2.5391, -0.6440, -0.2070], [0.2984, 0.2723, 1.3041], [-1.2144, 0.3055, -0.5480], [1.4078, -0.0329, -0.9386], [-1.0641, 1.0999, 2.7174], [0.1021, -0.0244, 3.2097], [-1.1797, -0.6866, 2.1472], [-0.5995, -0.1537, -2.5564], [-1.7344, 1.2454, -2.3541], [-2.3963, -0.4461, -1.9418], [3.2373, 0.0147, -0.5862], [2.7306, -1.5434, -0.7264]]}

=====

Entry 12:
{"formula": "C2H8Br2Si3", "method": "ωB97M-V/def2-TZVPD", "homo_ev": [-10.040, -7.428], "relative_energy_kcal_mol": 91.1, "symbols": ["C", "C", "Si", "Si", "Si", "Br", "Br", "H", "H", "H", "H", "H", "H", "H", "H"], "coordinates": [[1.0868, -1.1410, 0.5048], [0.2821, 1.6264, -0.4679], [1.3979, 0.1296, -0.9201], [-0.6292, -0.9603, 1.2405], [-1.4642, 0.8074, 0.0064], [-0.4164, -1.6605, 3.4101], [-2.0212, 0.1638, -2.1041], [1.6485, -2.0918, 0.2949], [1.6930, -0.8303, 1.3784], [0.7739, 2.1231, 0.3452], [0.1527, 2.3288, -1.3401], [2.8261, 0.6276, -1.2706], [0.8914, -0.8094, -1.9775], [-3.5537, -1.8401, 0.4173], [-2.6678, 1.5267, 0.4827]]}

=====

Entry 13:
{"formula": "C2H8BrCoN4O2", "method": "ωB97M-V/def2-TZVPD", "multiplicity": 4, "homo_ev": [-11.273, -11.273], "charge": 1, "relative_energy_kcal_mol": 49.7, "symbols": ["Co", "Br", "C", "O", "N", "N", "H", "H", "H", "H", "C", "O", "N", "N", "H", "H", "H", "H"], "coordinates": [[14.6491, 19.9944, 14.5041], [16.8143, 18.9598, 13.6186], [20.5795, 18.6805, 15.5358], [21.6255, 18.7685, 16.1510], [20.3878, 17.7632, 14.5678], [19.6807, 19.5862, 15.6691], [20.9618, 16.9338, 14.5163], [19.6065, 17.9612, 13.9591], [19.6324, 20.1463, 16.5082], [18.8243, 19.4078, 15.1643], [15.3315, 20.6724, 9.5020], [15.2910, 20.9890, 8.2762], [14.2335, 20.7862, 10.1695], [16.3879, 20.4145, 10.1879], [13.4026, 20.9112, 9.6092], [14.0972, 20.6186, 11.1561], [16.2897, 20.1761, 11.1644], [17.1874, 20.3395, 9.5754]]}

=====

Entry 14:
{"formula": "C2H8BrNO6P2SbSe4Zr", "method": "ωB97M-V/def2-TZVPD", "homo_ev": -4.475, "charge": -1, "relative_energy_kcal_mol": 0.0, "symbols": ["Zr", "Se", "Sb", "Se", "Se", "Se", "N", "C", "C", "P", "O", "O", "O", "P", "O", "O", "O", "H", "H", "H", "H", "H", "H", "H", "H", "Br"], "coordinates": [[0.9371, -0.7014, -2.0234], [1.1485, -5.2632, -0.5927], [1.8064, -3.9049, -2.4592], [-0.2891, -2.6084, -3.2159], [3.0915, -1.8759, -1.4449], [3.0105, -4.6017, -4.3962], [0.2063, 0.3114, 2.2163], [-0.6516, 0.9689, 1.1509], [-1.7643, 1.7662, 1.8007], [0.6383, 2.0131, 0.2951], [-0.2599, 3.1684, -0.3519], [1.4542, 2.5087, 1.4454], [1.2861, 1.1854, -0.7755], [-1.1120, -0.3548, -0.0128], [-2.4386, -0.9392, 0.6522], [-1.2640, 0.1648, -1.4059], [0.0608, -1.3122, 0.0824], [0.9068, 1.0460, 2.4628], [0.6715, -0.5039, 1.7794], [-0.3398, -0.0054, 3.0142], [-1.3557, 2.5715, 2.4140], [-2.3961, 1.1180, 2.4120], [-2.3892, 2.2157, 1.0320], [0.1715, 4.0285, -0.2848], [-2.6915, -1.7917, 0.2684], [1.5622, 0.7960, -4.0625]]}

=====

Entry 15:
{"formula": "C2H8Cl2N3PS", "method": "ωB97M-V/def2-TZVPD", "homo_ev": [-8.788, -8.792], "relative_energy_kcal_mol": 58.1, "symbols": ["C", "C", "N", "N", "N", "P", "S", "Cl", "Cl", "H", "H", "H", "H", "H", "H", "H", "H"], "coordinates": [[-0.2499, 0.2980, -2.5558], [-0.2752, 0.8143, -1.1892], [0.6466, 0.0317, -0.2551], [1.3430, -1.5616, 1.4698], [-0.6311, 0.9271, 2.5372], [-0.0530, -0.7969, 0.9375], [-1.3812, -2.0201, 0.1768], [2.5684, -0.5907, 2.2568], [-1.9430, 1.7695, 1.8318], [0.7264, 0.4850, -2.9700], [-0.4353, -0.7960, -2.4518], [-1.0439, 0.7495, -3.1369], [-0.1661, 1.9288, -1.0650], [-1.2567, 0.5643, -0.8415], [1.4672, 0.4796, 0.1392], [1.4574, -2.5528, 1.8065], [-0.7735, 0.2701, 3.3098]]}

=====

Entry 16:
{"formula": "C2H8Cl2Si2", "method": "ωB97M-V/def2-TZVPD", "homo_ev": -8.766, "relative_energy_kcal_mol": 65.0, "symbols": ["C", "C", "Si", "Si", "Cl", "Cl", "H", "H", "H", "H", "H", "H", "H", "H"], "coordinates": [[-2.3020, -0.7834, 0.7582], [0.8180, 0.6606, -1.8612], [0.0761, 0.1811, 1.6124], [1.4804, 0.0111, -0.1892], [3.1328, 1.1701, 0.1662], [2.1450, -1.9300, -0.3183], [-2.6412, -1.5828, 1.4812], [-3.0161, 0.1159, 0.6613], [-1.8369, -1.2132, -0.1256], [1.4607, 1.4135, -2.3151], [0.6819, -0.0481, -2.6202], [-0.1342, 1.0831, -1.6014], [-0.1755, 1.6612, 1.7241], [0.3110, -0.7390, 2.6276]]}

=====

Entry 17:
{"formula": "C2H8ClN2OP", "method": "ωB97M-V/def2-TZVPD", "homo_ev": -9.153, "relative_energy_kcal_mol": 45.0, "symbols": ["C", "C", "N", "N", "O", "P", "Cl", "H", "H", "H", "H", "H", "H", "H", "H"], "coordinates": [[-1.0172, -2.4491, 0.6153], [0.5198, -1.2478, -0.7848], [1.8058, 3.6287, -0.3256], [-0.4764, -1.2764, 0.0080], [-0.1889, 1.3488, -0.0466], [-1.0214, 0.4382, 0.7359], [-2.8345, 0.2393, -0.3247], [-2.1372, -2.3541, 0.5824], [-0.5158, -3.2178, 0.1998], [-0.8704, -2.6320, 1.7358], [0.8825, -0.2344, -1.0662], [0.9312, -2.0454, -1.1704], [1.2058, 3.8953, 0.3994], [1.2610, 2.8226, -0.7624], [2.4558, 3.0841, 0.2041]]}

=====

Entry 18:
{"formula": "C2H8F2NO4PS2", "method": "ωB97M-V/def2-TZVPD", "homo_ev": -9.349, "symbols": ["O", "P", "N", "F", "S", "O", "O", "F", "H", "H", "C", "S", "O", "C", "H", "H", "H", "H", "H", "H"], "coordinates": [[-1.5649, 1.0516, -1.0494], [-0.1563, 1.1208, -1.4493], [0.7280, 2.4223, -0.6165], [-0.0074, 2.8719, 0.4737], [1.0931, 3.6875, -1.6609], [-0.0516, 4.1892, -2.3284], [2.1950, 3.1976, -2.4056], [1.5644, 4.7303, -0.6486], [-0.0235, 1.3609, -2.8237], [0.5662, -0.0531, -1.1882], [-1.0534, -1.2611, 1.4023], [0.5336, -2.0933, 1.5002], [1.1770, -1.9512, 0.1622], [-0.1343, -3.7563, 1.6037], [-0.8700, -0.1952, 1.2866], [-1.6138, -1.6272, 0.5423], [-1.6118, -1.4342, 2.3220], [-0.7487, -3.9592, 0.7267], [-0.7236, -3.8505, 2.5152], [0.7022, -4.4508, 1.6357]]}

=====

Entry 19:
{"formula": "C2H8FNO3S", "method": "ωB97M-V/def2-TZVPD", "homo_ev": -5.859, "symbols": ["N", "S", "O", "O", "F", "H", "H", "H", "C", "C", "O", "H", "H", "H", "H", "H"], "coordinates": [[-2.7156, -1.3072, -0.2543], [-1.4183, -0.6612, -1.5622], [-1.1480, 0.6634, -1.2042], [-2.0976, -0.9447, -2.7633], [-0.1311, -1.5305, -1.5005], [-2.4965, -0.9527, 0.6787], [-3.6292, -0.9646, -0.5554], [-2.7433, -2.3249, -0.2427], [2.7961, 0.8506, 0.8258], [1.2891, 1.1582, 1.0377], [0.7134, 0.2953, 1.8977], [2.9249, -0.1638, 0.4472], [3.2274, 1.5497, 0.0990], [3.3380, 0.9524, 1.7655], [0.8424, 1.1416, 0.0137], [1.2483, 2.2384, 1.3171]]}

=====

Entry 20:
{"formula": "C2H8IN2", "method": "ωB97M-V/def2-TZVPD", "homo_ev": -13.554, "charge": 1, "relative_energy_kcal_mol": 68.8, "symbols": ["C", "C", "N", "N", "I", "H", "H", "H", "H", "H", "H", "H", "H"], "coordinates": [[2.2430, -0.0209, 1.2693], [-0.5062, 0.0824, -1.1524], [-1.1996, 1.0349, -1.6714], [-1.3203, -0.7906, -0.1976], [0.5372, -0.6475, 2.3950], [2.5003, 0.8978, 1.8182], [3.0076, -0.8962, 1.2304], [2.0271, 0.1155, 0.1955], [-2.2700, 1.2324, -1.6103], [-0.7160, 1.8849, -2.0283], [-2.2459, -0.3499, -0.1112], [-1.4295, -1.5753, -0.7874], [-0.6278, -0.9675, 0.6503]]}